Below is a cluster of 12 separate species, C18H52F6O14 in total at a distorted geometry, with properties calculated with ωB97M-V with the def2-TZVPD basis set.

Cartesian coordinates (Å):
F1 1.07 -21.68 4.26
F2 -0.97 -23.85 3.46
F3 2.99 -20.84 3.76
F4 1.60 -19.71 4.85
F5 -2.45 -25.25 4.05
F6 -2.69 -23.20 4.41
O1 -2.98 -23.14 11.85
O2 2.17 -24.47 3.74
O3 -3.96 -29.08 5.53
O4 -4.80 -25.30 11.88
O5 1.68 -21.71 7.06
O6 -6.54 -21.93 9.44
O7 3.39 -22.74 6.13
O8 -1.78 -24.88 6.93
O9 0.79 -25.92 8.68
O10 -7.98 -27.56 8.96
O11 -2.67 -19.49 4.75
O12 -6.41 -22.76 6.87
O13 -0.57 -25.76 0.97
O14 0.20 -25.13 5.95
C1 -3.91 -27.78 5.03
C2 -3.03 -24.34 7.26
C3 -1.16 -24.75 0.19
C4 -6.37 -23.12 10.26
C5 -4.13 -26.53 11.82
C6 2.68 -21.56 6.07
C7 1.39 -20.58 7.92
C8 -0.98 -24.32 5.88
C9 0.14 -26.38 9.85
C10 -6.72 -27.20 8.43
C11 2.10 -20.94 4.74
C12 -3.70 -25.15 8.31
C13 -1.77 -24.15 4.44
C14 -2.57 -22.70 10.57
C15 2.31 -24.16 2.34
C16 -1.54 -20.19 5.25
C17 0.21 -20.96 8.73
C18 -5.71 -22.10 5.82
H1 -6.79 -26.38 7.71
H2 -0.07 -20.09 9.32
H3 -3.79 -24.20 6.49
H4 3.09 -24.82 1.98
H5 1.54 -23.87 4.12
H6 -1.93 -21.82 10.66
H7 -1.86 -21.15 5.68
H8 -3.44 -22.41 9.98
H9 2.66 -23.13 2.20
H10 1.07 -19.73 7.32
H11 -0.62 -25.48 1.89
H12 0.10 -25.66 8.06
H13 -0.57 -27.18 9.63
H14 -3.73 -26.18 7.96
H15 -5.44 -22.83 5.06
H16 -7.18 -23.20 6.52
H17 -4.72 -24.79 8.43
H18 -0.81 -20.41 4.48
H19 0.38 -21.77 9.43
H20 -0.31 -25.60 10.46
H21 -6.88 -22.95 11.21
H22 -4.80 -21.65 6.23
H23 -4.55 -27.04 5.51
H24 2.19 -20.30 8.60
H25 -4.10 -27.82 3.95
H26 -6.49 -22.16 8.51
H27 -6.11 -27.07 9.32
H28 -0.75 -23.30 6.17
H29 -6.25 -28.00 7.86
H30 -2.93 -23.35 7.70
H31 -4.64 -27.32 11.27
H32 -1.96 -23.39 9.98
H33 -3.27 -29.56 5.08
H34 -0.69 -21.18 8.15
H35 -7.87 -28.35 9.49
H36 -3.12 -26.41 11.44
H37 -2.87 -27.48 5.17
H38 -5.30 -23.22 10.44
H39 0.95 -26.79 10.45
H40 -2.22 -25.01 0.14
H41 -3.76 -23.69 11.69
H42 -2.94 -19.91 3.94
H43 3.34 -20.76 6.43
H44 -3.18 -25.18 9.27
H45 -4.05 -26.99 12.80
H46 -5.64 -25.42 12.33
H47 -0.71 -24.61 -0.79
H48 -6.31 -21.30 5.40
H49 -1.07 -19.61 6.05
H50 -1.10 -23.82 0.74
H51 1.38 -24.31 1.78
H52 -6.62 -24.01 9.69

Output
- Kohn-Sham gap (spin up / spin down): 0.2309 / 0.1642 hartree
- Largest force on an atom: 0.0909 hartree/bohr
- Expectation value of S²: 0.75
- LUMO level (spin up / spin down): 0.0746 / 0.0100 Eh
- Calculated total energy: -64472.027 eV
- Spin multiplicity: 2
- Charge: -1